2 unconnected molecules or ions with the total composition C3H7N3. Source: the OMol25 dataset; level of theory: the ωB97M-V functional and the def2-TZVPD basis.

Its molecular weight is 85.11 g mol⁻¹. The calculation puts the strongest force on any atom at 7.960 eV/A. For the relative energy (zero: lowest compared OMol25 entry of this formula, charge and spin), the calculation gives 4.856 eV. The total charge is 0. As for the HOMO-LUMO gap: 0.3529 hartree.

Each line ends with the Löwdin charge.
Geometry (Å):
1 C 1.15 1.14 1.55  -0.08
2 C 0.49 0.17 0.61  -0.57
3 C -1.03 -1.14 -1.53  -0.09
4 H 0.24 1.60 2.25  0.14
5 H 1.49 0.44 2.41  0.09
6 H 1.83 1.88 1.12  0.06
7 H 1.09 -1.59 1.50  0.09
8 H 0.36 1.77 -0.70  0.26
9 H -0.94 -2.15 -0.97  0.09
10 H -1.80 -1.30 -2.32  0.05
11 N 0.49 -1.10 0.75  0.10
12 N -0.47 0.71 -0.29  -0.05
13 N -0.87 0.15 -1.47  -0.08

A molecular structure, C5H8O. Source: the OMol25 dataset; level of theory: the ωB97M-V functional and the def2-TZVPD basis.

Its molecular weight is 84.12 g mol⁻¹. The calculation puts the strongest force on any atom at 1.815 eV/A. For the relative energy (zero: lowest compared OMol25 entry of this formula, charge and spin), the calculation gives 4.834 eV. The total charge is 0. As for the HOMO-LUMO gap: 0.3347 hartree.

Each line ends with the Löwdin charge.
Geometry (Å):
1 C 1.62 -0.36 0.40  -0.11
2 C 0.83 0.56 -0.50  -0.16
3 C -0.50 0.10 -0.99  -0.20
4 C -1.24 -0.82 0.02  -0.11
5 O -1.23 0.21 1.04  -0.05
6 C -0.71 1.07 0.09  -0.25
7 H 1.05 -0.67 1.28  0.07
8 H 2.55 0.11 0.73  0.07
9 H 1.90 -1.27 -0.15  0.08
10 H 0.69 1.58 0.04  0.12
11 H -0.83 0.18 -2.02  0.13
12 H -0.75 -1.74 0.37  0.12
13 H -2.27 -1.02 -0.27  0.12
14 H -1.10 2.08 -0.03  0.16

2 unconnected molecules or ions with the total composition C5H9N3. Source: the OMol25 dataset; level of theory: the ωB97M-V functional and the def2-TZVPD basis.

Its molecular weight is 111.15 g mol⁻¹. The calculation puts the strongest force on any atom at 7.282 eV/A. For the relative energy (zero: lowest compared OMol25 entry of this formula, charge and spin), the calculation gives 7.964 eV. The total charge is 0. As for the HOMO-LUMO gap: 0.3082 hartree.

Each line ends with the Löwdin charge.
Geometry (Å):
1 C -2.02 0.17 2.73  -0.25
2 C -0.19 0.48 1.06  -0.15
3 C 0.23 -0.10 -0.19  -0.18
4 C 1.47 -0.06 -0.48  -0.23
5 C 0.42 -0.18 -3.14  -0.09
6 H -1.97 -1.03 3.27  0.12
7 H -1.34 0.91 3.46  0.07
8 H -3.38 0.63 3.03  0.15
9 H 0.58 0.74 1.74  0.09
10 H -0.72 -0.53 -0.58  0.12
11 H 2.03 0.57 0.30  0.15
12 H 3.23 -0.42 -1.72  0.24
13 H -0.27 -0.61 -4.02  0.10
14 H -0.19 0.70 -2.46  0.13
15 N -1.48 0.12 1.36  -0.09
16 N 2.05 -0.65 -1.54  -0.09
17 N 1.53 -0.74 -2.81  -0.09

A molecular structure, C17H15N4O6Pd. Source: the OMol25 dataset; level of theory: the ωB97M-V functional and the def2-TZVPD basis.

Its molecular weight is 477.75 g mol⁻¹. The calculation puts the strongest force on any atom at 0.490 eV/A. For the relative energy (zero: lowest compared OMol25 entry of this formula, charge and spin), the calculation gives 2.868 eV. The total charge is -1. As for the HOMO-LUMO gap: 0.2424 hartree.

Each line ends with the Löwdin charge.
Geometry (Å):
1 Pd -0.22 0.18 -1.19  1.06
2 C 1.29 1.71 3.02  -0.04
3 C 0.62 0.87 1.94  -0.51
4 O 1.09 0.94 0.79  -0.06
5 C -0.55 0.16 2.29  -0.08
6 C -1.18 -0.69 1.37  -0.43
7 C -2.69 -0.88 1.39  -0.07
8 N -0.59 -1.36 0.39  -0.05
9 N 0.72 -1.80 0.64  0.06
10 C 1.48 -1.75 -0.39  -0.48
11 O 1.22 -1.11 -1.50  -0.19
12 C 2.80 -2.44 -0.36  -0.14
13 C 3.73 -2.21 -1.37  -0.03
14 C 4.96 -2.85 -1.34  -0.10
15 C 5.28 -3.72 -0.31  -0.12
16 C 4.35 -3.95 0.70  -0.10
17 C 3.12 -3.32 0.68  -0.04
18 H 1.21 2.77 2.77  0.07
19 H 2.35 1.46 3.02  0.08
20 H 0.88 1.53 4.01  0.06
21 H -1.03 0.39 3.24  0.08
22 H -3.18 -0.20 2.09  0.06
23 H -2.92 -1.90 1.68  0.07
24 H -3.10 -0.73 0.39  0.07
25 H 3.47 -1.53 -2.16  0.11
26 H 5.68 -2.66 -2.13  0.09
27 H 6.24 -4.21 -0.29  0.09
28 H 4.59 -4.63 1.51  0.09
29 H 2.39 -3.48 1.45  0.10
30 O -5.40 4.04 -1.75  0.09
31 C -4.41 3.38 -2.43  -0.47
32 O -4.50 3.28 -3.62  0.15
33 C -3.38 2.75 -1.59  -0.05
34 C -3.38 2.64 -0.21  -0.02
35 N -2.29 1.95 0.15  0.06
36 N -1.58 1.62 -0.93  -0.05
37 C -2.19 2.09 -2.00  -0.08
38 C -1.44 1.77 -3.31  -0.62
39 O -1.45 2.59 -4.21  0.06
40 O -0.80 0.66 -3.24  -0.10
41 H -5.20 4.05 -0.80  0.08
42 H -4.07 2.97 0.55  0.13
43 H -1.93 1.64 1.06  0.14

A single C5H10O2 molecule. Source: the OMol25 dataset; level of theory: the ωB97M-V functional and the def2-TZVPD basis.

Its molecular weight is 102.13 g mol⁻¹. The calculation puts the strongest force on any atom at 3.284 eV/A. For the relative energy (zero: lowest compared OMol25 entry of this formula, charge and spin), the calculation gives 1.322 eV. The total charge is 0. Its SMILES is CCCCC(=O)O. As for the HOMO-LUMO gap: 0.4106 hartree.

Each line ends with the Löwdin charge.
Geometry (Å):
1 C -0.88 -1.45 1.20  -0.11
2 C 0.43 -1.34 0.38  -0.24
3 C 0.23 -0.58 -0.95  -0.18
4 C -0.39 0.82 -0.70  -0.13
5 C 0.54 1.71 0.06  -0.49
6 O 0.46 2.10 1.19  0.13
7 O 1.29 2.45 -0.85  0.05
8 H -1.63 -2.12 0.79  0.07
9 H -0.71 -1.84 2.21  0.07
10 H -1.20 -0.43 1.45  0.06
11 H 1.16 -0.84 1.03  0.11
12 H 0.82 -2.33 0.15  0.09
13 H 1.19 -0.46 -1.45  0.11
14 H -0.38 -1.16 -1.65  0.11
15 H -1.42 0.93 -0.36  0.12
16 H -0.54 1.16 -1.73  0.12
17 H 1.03 3.38 -0.78  0.11

A molecular structure, C9H36N2NiO15. Source: the OMol25 dataset; level of theory: the ωB97M-V functional and the def2-TZVPD basis.

Its molecular weight is 471.08 g mol⁻¹. The calculation puts the strongest force on any atom at 7.278 eV/A. The total charge is -1. The spin multiplicity is 4. As for the HOMO-LUMO gap (alpha / beta): 0.2060 / 0.2452 hartree.

Each line ends with the Löwdin charge.
Geometry (Å):
1 Ni 15.50 -0.39 -24.52  0.73
2 N 14.89 2.56 -25.70  -0.64
3 O 14.04 3.07 -25.02  0.05
4 O 15.11 1.39 -25.63  -0.11
5 O 15.46 3.22 -26.52  0.04
6 N 16.56 4.73 -23.30  -0.66
7 O 17.70 5.18 -23.29  -0.06
8 O 15.72 5.16 -24.05  0.01
9 O 16.24 3.78 -22.57  -0.10
10 C 14.44 4.21 -29.93  -0.15
11 O 14.00 5.43 -29.34  -0.11
12 H 13.61 3.50 -29.98  0.06
13 H 14.85 4.36 -30.93  0.07
14 H 15.18 3.73 -29.28  0.07
15 H 13.29 5.71 -29.92  0.06
16 C 12.32 -0.20 -24.37  -0.09
17 O 13.60 -0.37 -23.74  -0.25
18 H 11.82 0.61 -23.84  0.08
19 H 12.38 0.05 -25.43  0.07
20 H 11.72 -1.10 -24.24  0.08
21 H 13.40 -0.44 -22.80  0.09
22 C 12.84 2.79 -21.39  -0.16
23 O 12.69 4.17 -21.09  -0.11
24 H 13.19 2.33 -20.46  0.07
25 H 11.96 2.31 -21.82  0.06
26 H 13.61 2.65 -22.16  0.06
27 H 13.12 4.28 -20.24  0.07
28 C 17.63 5.96 -26.78  -0.13
29 O 16.45 6.29 -27.59  -0.13
30 H 18.50 6.52 -27.12  0.06
31 H 17.45 6.27 -25.75  0.06
32 H 17.91 4.90 -26.84  0.06
33 H 16.79 6.17 -28.48  0.04
34 C 17.96 2.15 -28.62  -0.16
35 O 16.90 1.27 -28.25  -0.14
36 H 18.86 1.96 -28.03  0.06
37 H 18.33 1.97 -29.63  0.06
38 H 17.66 3.20 -28.61  0.06
39 H 16.27 1.71 -27.68  0.02
40 C 18.21 -1.09 -26.16  -0.14
41 O 17.52 -0.24 -25.24  -0.22
42 H 18.80 -0.54 -26.90  0.08
43 H 18.72 -1.90 -25.63  0.07
44 H 17.51 -1.63 -26.78  0.07
45 H 18.06 0.54 -25.05  0.10
46 C 15.94 0.57 -21.55  -0.15
47 O 15.98 0.88 -22.90  -0.19
48 H 16.93 0.77 -21.15  0.09
49 H 15.30 1.27 -21.00  0.07
50 H 15.68 -0.45 -21.25  0.08
51 H 16.12 1.83 -22.95  0.06
52 C 10.65 4.09 -24.74  -0.18
53 O 10.88 5.28 -25.45  -0.10
54 H 9.80 3.54 -25.16  0.07
55 H 11.48 3.41 -24.89  0.05
56 H 10.45 4.30 -23.69  0.08
57 H 10.11 5.82 -25.27  0.06
58 C 12.25 2.09 -27.58  -0.13
59 O 12.18 3.53 -27.43  -0.12
60 H 11.66 1.70 -28.41  0.08
61 H 13.29 1.80 -27.70  0.07
62 H 11.90 1.66 -26.64  0.05
63 H 11.60 3.90 -28.10  0.07

2 unconnected molecules or ions with the total composition C5H6OSi. Source: the OMol25 dataset; level of theory: the ωB97M-V functional and the def2-TZVPD basis.

Its molecular weight is 110.19 g mol⁻¹. The calculation puts the strongest force on any atom at 3.502 eV/A. For the relative energy (zero: lowest compared OMol25 entry of this formula, charge and spin), the calculation gives 0.330 eV. The total charge is 0. The spin multiplicity is 3. As for the HOMO-LUMO gap (alpha / beta): 0.2848 / 0.3069 hartree.

Each line ends with the Löwdin charge.
Geometry (Å):
1 C 2.86 -0.44 -0.90  0.05
2 C -1.86 -2.43 -0.43  0.01
3 C 1.72 -0.43 -0.42  -0.28
4 C -0.95 -1.79 -0.02  -0.26
5 C -0.88 1.39 0.39  -0.36
6 O -0.96 1.92 -0.93  -0.14
7 Si 0.12 -0.33 0.42  0.66
8 H 3.88 -0.54 -1.10  0.01
9 H -2.63 -3.18 -0.50  0.03
10 H -1.97 1.27 0.56  0.09
11 H -0.54 2.03 1.14  0.04
12 H -0.54 2.79 -0.82  0.09
13 H 1.74 -0.27 2.61  0.06

A single C2H3OP molecule. Source: the OMol25 dataset; level of theory: the ωB97M-V functional and the def2-TZVPD basis.

Its molecular weight is 74.02 g mol⁻¹. The calculation puts the strongest force on any atom at 5.447 eV/A. For the relative energy (zero: lowest compared OMol25 entry of this formula, charge and spin), the calculation gives 1.558 eV. The total charge is 0. Its SMILES is O=C1CP1. As for the HOMO-LUMO gap: 0.3417 hartree.

Each line ends with the Löwdin charge.
Geometry (Å):
1 O 1.44 2.23 0.11  0.01
2 C 0.96 1.06 0.14  -0.66
3 C 0.06 0.19 -0.54  -0.34
4 P 1.29 -0.69 0.68  0.87
5 H -1.06 0.03 -0.07  0.14
6 H 0.12 -0.06 -1.59  0.06
7 H 0.24 -0.68 1.70  -0.08